C21H18FN5O | wB97M-V/def2-TZVPD

```
! RIJCOSX wB97M-V def2-TZVPD def2/J DEFGRID3
* xyz 0 1
N -6.434 -4.376 4.589
O 0.615 -3.006 -0.846
F 4.152 7.244 -1.019
C -5.440 -3.829 4.223
N -1.643 -1.082 1.267
C 0.093 -2.010 -0.336
C -2.529 -1.613 2.071
C -1.046 -2.172 0.619
C -1.542 -3.340 1.154
C 3.449 5.667 -2.672
C 3.521 5.097 -0.327
C 2.995 4.375 -2.986
C 3.116 3.773 -0.614
C 3.147 1.345 -3.299
C 2.965 -0.001 -3.462
C 1.621 1.290 -1.425
C 3.695 6.029 -1.352
C 2.832 3.435 -1.968
C 2.493 1.997 -2.250
C 2.134 -0.749 -2.660
C 1.402 -0.096 -1.606
N 1.933 -2.041 -3.067
N 0.483 -0.694 -0.677
N -2.508 -2.980 2.063
C -3.411 -0.833 3.009
C -3.526 -3.861 2.676
C -4.660 -1.707 3.342
C -4.262 -3.120 3.832
H -1.183 -4.308 0.875
H 3.558 6.381 -3.475
H 3.666 5.352 0.727
H 2.869 4.092 -4.039
H 3.063 3.061 0.196
H 3.885 1.891 -3.908
H 3.490 -0.426 -4.283
H 1.128 1.814 -0.619
H 2.441 -2.425 -3.860
H 1.497 -2.699 -2.397
H -0.069 -0.019 -0.142
H -2.859 -0.597 3.910
H -3.717 0.072 2.517
H -3.031 -4.753 3.044
H -4.216 -4.167 1.896
H -5.287 -1.812 2.458
H -5.279 -1.201 4.121
H -3.602 -2.999 4.702
*
```

HOMO-LUMO gap (eV): 7.54
LUMO level (eV): 0.351
ΔE to the lowest compared entry with this formula, charge and spin (kcal per mole): 2.73
Electronic energy (a.u.): -1259.9577
SMILES: N#C[C@@H]1CCc2nc(C(=O)Nc3cc(-c4ccc(F)cc4)ccc3N)cn2C1


C21H18N2O3 | wB97M-V/def2-TZVPD

```
! RIJCOSX wB97M-V def2-TZVPD def2/J DEFGRID3
* xyz 0 1
O -3.497 0.934 0.255
C -3.444 -0.156 -0.255
N -2.286 -0.790 -0.620
C -0.968 -0.345 -0.508
C -0.627 0.899 0.019
C 0.700 1.271 0.089
C 1.715 0.418 -0.338
C 1.368 -0.819 -0.877
C 0.043 -1.192 -0.963
H -0.216 -2.150 -1.394
H 2.125 -1.485 -1.268
C 3.123 0.902 -0.243
O 3.406 2.078 -0.350
N 4.028 -0.094 -0.009
C 5.418 -0.009 0.123
C 6.115 -1.173 0.434
C 7.489 -1.157 0.569
C 8.193 0.029 0.395
C 7.498 1.193 0.084
C 6.126 1.178 -0.051
H 5.593 2.083 -0.289
H 8.054 2.107 -0.048
O 9.548 0.093 0.518
H 9.898 -0.778 0.738
H 8.018 -2.069 0.811
H 5.578 -2.102 0.572
H 3.652 -1.021 0.138
H 0.974 2.237 0.483
H -1.401 1.563 0.363
H -2.381 -1.705 -1.040
C -4.672 -1.008 -0.584
C -5.931 -0.355 -0.088
C -6.436 0.762 -0.741
C -7.577 1.390 -0.275
C -8.227 0.906 0.848
C -7.727 -0.205 1.505
C -6.583 -0.829 1.041
H -6.195 -1.694 1.562
H -8.228 -0.585 2.384
H -9.118 1.395 1.212
H -7.959 2.260 -0.788
H -5.927 1.145 -1.613
H -4.549 -1.994 -0.129
H -4.712 -1.129 -1.670
*
```

HOMO-LUMO gap (eV): 8.39
LUMO level (eV): 0.434
ΔE to the lowest compared entry with this formula, charge and spin (kcal per mole): 0.00
Electronic energy (a.u.): -1146.3285
SMILES: O=C(Cc1ccccc1)Nc1ccc(C(=O)Nc2ccc(O)cc2)cc1


C21H18N2O6 | wB97M-V/def2-TZVPD

```
! RIJCOSX wB97M-V def2-TZVPD def2/J DEFGRID3
* xyz 0 1
O 1.487 -3.138 -1.615
O 0.325 0.289 5.497
O 4.307 -0.300 -2.001
O -2.085 -1.795 -0.327
O 2.039 1.298 -1.823
O -0.797 1.916 4.315
C 1.233 -1.934 -1.473
C -0.192 1.404 5.418
C 3.514 -1.226 -1.980
C -1.057 -2.316 -0.649
C 1.509 0.215 -1.546
C -2.584 2.272 -3.717
C -2.602 0.859 -3.803
C -1.727 2.916 -2.822
C 0.728 0.931 2.647
C -1.598 1.184 2.210
C -1.716 0.076 -3.008
C -0.857 2.111 -2.031
C 0.948 0.494 1.309
C -1.395 0.788 0.907
C -0.552 1.296 3.116
C -0.870 0.704 -2.074
C -0.143 0.470 0.396
N 2.169 -1.001 -1.746
N -0.035 -1.501 -1.150
C -0.259 2.224 6.701
C 4.133 -2.580 -2.270
C -1.124 -3.818 -0.617
C 0.022 -0.012 -1.062
H -3.206 2.894 -4.344
H -3.218 0.389 -4.602
H -1.757 3.989 -2.751
H 1.544 1.054 3.323
H -2.590 1.434 2.552
H -1.697 -1.014 -3.130
H -0.228 2.655 -1.337
H 1.939 0.226 1.083
H -2.262 0.761 0.249
H -1.209 2.057 7.199
H -0.140 3.306 6.540
H 0.549 1.901 7.370
H 3.726 -3.028 -3.200
H 5.209 -2.472 -2.363
H 3.908 -3.297 -1.490
H -0.456 -4.310 0.101
H -0.815 -4.186 -1.613
H -2.116 -4.186 -0.392
*
```

HOMO-LUMO gap (eV): 9.51
LUMO level (eV): 0.282
ΔE to the lowest compared entry with this formula, charge and spin (kcal per mole): 4.50
Electronic energy (a.u.): -1372.0217
SMILES: CC(=O)Oc1ccc([C@@]2(c3ccccc3)C(=O)N(C(C)=O)C(=O)N2C(C)=O)cc1


E_HOMO per entry: -7.19 -7.95 -9.22 eV